Record 1
ORCA calculation (ωB97M-V/def2-TZVPD) on a molecular structure, C31H44CrN4OP2.

```
83
C31H44CrN4OP2 | the OMol25 dataset | ωB97M-V/def2-TZVPD
Cr 0.03 2.21 -0.81
C -1.84 1.43 -3.67
C -1.58 0.14 -3.37
C -0.61 -0.71 -4.16
C 0.83 -0.10 -4.39
C 1.31 0.77 -3.25
C 0.82 1.98 -2.85
C 0.21 2.88 -3.92
C -1.03 2.28 -4.60
C 0.83 2.22 1.47
H -2.81 1.86 -3.42
H -2.29 -0.38 -2.72
H -1.02 -0.92 -5.17
H -0.51 -1.68 -3.67
H 1.50 -0.97 -4.51
H 0.85 0.40 -5.38
H 2.21 0.35 -2.78
H 1.29 2.62 -2.04
H 0.95 3.21 -4.67
H -0.06 3.80 -3.39
H -1.64 3.13 -4.95
H -0.68 1.73 -5.49
H 0.06 2.35 2.23
H 1.60 3.03 1.60
H 1.37 1.31 1.82
P 1.51 -0.52 0.13
P -1.52 -0.93 0.75
N 3.08 0.45 -0.68
N 2.58 -1.65 0.85
N -2.40 0.44 0.18
N -2.92 -1.84 1.06
C 0.67 -1.56 -1.13
C -0.80 -1.86 -0.71
C 2.95 1.83 -0.68
C 4.06 2.43 -1.23
C 4.95 1.39 -1.60
C 4.34 0.18 -1.25
C 3.41 -1.26 1.93
C 4.18 -2.36 2.30
C 3.82 -3.45 1.46
C 2.85 -3.00 0.58
C -1.72 1.69 0.48
C -2.21 2.66 -0.49
C -3.33 2.03 -1.12
C -3.40 0.71 -0.76
C -4.21 -1.99 0.53
C -4.95 -2.78 1.39
C -4.11 -3.18 2.47
C -2.87 -2.63 2.22
H 1.20 -2.51 -1.30
H 0.69 -1.07 -2.13
H -1.49 -1.60 -1.53
H -0.88 -2.93 -0.44
H 2.16 2.35 -0.14
H 4.11 3.50 -1.32
H 5.91 1.60 -2.06
H 4.75 -0.82 -1.36
H 3.35 -0.25 2.30
H 4.90 -2.35 3.10
H 4.23 -4.45 1.51
H 2.34 -3.52 -0.20
H -1.59 1.85 1.54
H -1.96 3.72 -0.54
H -4.02 2.47 -1.81
H -4.11 -0.02 -1.11
H -4.52 -1.55 -0.40
H -5.99 -3.04 1.25
H -4.37 -3.77 3.33
H -1.93 -2.71 2.72
C 0.98 -0.08 4.62
C -0.48 -0.25 4.15
C -1.10 -1.48 4.82
C -1.27 1.00 4.56
O -0.50 -0.36 2.74
H 1.05 -0.02 5.72
H 1.42 0.85 4.25
H 1.62 -0.90 4.28
H -1.10 -1.36 5.92
H -2.13 -1.62 4.48
H -0.54 -2.39 4.57
H -0.83 1.91 4.14
H -2.28 0.93 4.13
H -1.36 1.12 5.65
```

Multiplicity ... 5
DFT total energy ... -3228.6739 a.u.
Energy above the lowest of the compared OMol25 structures with the same formula, charge and spin ... 108.55 kcal/mol
Kohn-Sham gap (spin up / spin down) ... 4.6 / 5.4 eV
Max |F| ... 0.065 hartree/bohr

Mulliken atomic charge list, values in e, 8 entries: -0.054, -0.419, -0.064, -1.087, -1.233, -0.381, 0.710, -1.394

Record 2
ORCA calculation (ωB97M-V/def2-TZVPD) on 10 unconnected molecules or ions with the total composition H20O10.

```
30
H20O10 | the OMol25 dataset | ωB97M-V/def2-TZVPD
H -1.48 -0.78 -1.89
H -0.35 -0.01 -1.05
H -3.21 -2.01 -0.58
H -2.25 -3.16 -0.68
H 3.73 0.74 0.10
H 4.53 1.63 1.02
H -1.20 1.68 -1.44
H -1.79 2.86 -0.69
H 1.19 -1.87 1.92
H 0.07 -1.71 2.69
H 0.34 -1.49 -0.03
H -0.45 -2.81 0.12
H -4.58 1.03 1.03
H -4.51 -0.42 0.34
H -0.49 2.78 1.51
H -1.60 4.02 1.50
H 2.26 1.87 -0.40
H 1.88 1.37 -1.86
H 4.79 -1.74 -0.94
H 3.23 -1.75 -0.69
O -0.52 -0.80 -1.51
O -3.09 -2.88 -0.25
O 3.72 0.98 1.02
O -1.52 2.50 -1.56
O 0.39 -2.29 2.03
O -0.55 -1.84 -0.03
O -4.01 0.45 0.50
O -0.64 3.71 1.72
O 1.99 2.17 -1.33
O 4.10 -2.25 -0.57
```

DFT total energy ... -764.1681 a.u.
Energy above the lowest of the compared OMol25 structures with the same formula, charge and spin ... 196.94 kcal/mol
Kohn-Sham gap ... 7.7 eV
Max |F| ... 0.203 hartree/bohr

natural (NBO) atomic charge list, values in e, 8 entries: 0.482, 0.446, 0.456, 0.471, 0.457, 0.485, 0.445, 0.464

Record 3
ORCA calculation (ωB97M-V/def2-TZVPD) on a molecular structure, C3H11N2O5PS2.

```
24
C3H11N2O5PS2 | the OMol25 dataset | ωB97M-V/def2-TZVPD
C 0.53 -2.35 1.15
C -2.77 -0.06 -1.24
C 1.87 1.44 -1.29
N -1.33 -0.55 0.91
N 1.16 0.62 1.21
O 0.07 -0.89 -1.29
O -1.12 1.71 -0.09
O -3.14 1.21 1.26
O 3.51 1.18 0.74
O 2.44 -0.90 -0.17
P 0.21 -0.85 0.18
S -2.20 0.77 0.30
S 2.40 0.52 0.14
H -0.29 -2.53 1.82
H 0.65 -3.16 0.38
H 1.46 -2.20 1.76
H -3.33 -0.88 -0.82
H -3.28 0.64 -1.88
H -1.88 -0.17 -1.76
H 1.88 2.56 -1.05
H 2.64 1.47 -1.97
H 0.91 1.19 -1.47
H -1.17 -0.34 1.87
H 0.79 1.57 1.29
```

DFT total energy ... -1744.3132 a.u.
Energy above the lowest of the compared OMol25 structures with the same formula, charge and spin ... 28.85 kcal/mol
Kohn-Sham gap ... 11.2 eV
Max |F| ... 0.098 hartree/bohr

natural (NBO) atomic charge list, values in e, 8 entries: -1.013, -0.826, -0.872, -1.216, -1.112, -1.081, -0.995, -0.901

Record 4
ORCA calculation (ωB97M-V/def2-TZVPD) on a molecular structure, C5H8O.

```
14
C5H8O | the OMol25 dataset | ωB97M-V/def2-TZVPD
C -1.40 -1.01 -0.46
C -0.38 0.94 -0.67
C -0.03 1.34 0.71
C 1.04 0.74 -0.19
C 1.57 -0.57 0.22
O 2.65 -1.01 -0.12
H -1.47 -1.05 0.63
H -2.40 -1.06 -0.89
H -0.77 -1.80 -0.86
H -1.16 0.10 -1.06
H -0.30 0.73 1.57
H -0.02 2.41 0.91
H 1.76 1.38 -0.69
H 0.91 -1.15 0.90
```

DFT total energy ... -270.3550 a.u.
Energy above the lowest of the compared OMol25 structures with the same formula, charge and spin ... 127.34 kcal/mol
Kohn-Sham gap ... 9.0 eV
Max |F| ... 0.009 hartree/bohr

natural (NBO) atomic charge list, values in e, 8 entries: -0.683, -0.070, -0.477, -0.424, 0.435, -0.524, 0.221, 0.234

Record 5
ORCA calculation (ωB97M-V/def2-TZVPD) on C3H6ClNO in the gas phase.

```
12
C3H6ClNO | the OMol25 dataset | ωB97M-V/def2-TZVPD
C -0.88 0.63 0.66
C -0.90 -0.85 0.51
C 0.38 -0.07 0.94
H -1.97 1.69 -0.77
H -0.36 2.05 -0.65
H -1.32 1.09 1.59
H -1.41 -1.48 1.22
H -0.99 -0.54 -1.33
H 0.77 -0.16 1.98
N -1.04 1.30 -0.61
O -0.93 -1.35 -0.79
Cl 1.67 0.05 -0.24
```

DFT total energy ... -708.0516 a.u.
Energy above the lowest of the compared OMol25 structures with the same formula, charge and spin ... 39.22 kcal/mol
Kohn-Sham gap ... 9.9 eV
Max |F| ... 0.045 hartree/bohr

natural (NBO) atomic charge list, values in e, 8 entries: -0.119, 0.083, -0.277, 0.382, 0.380, 0.197, 0.194, 0.492

Record 6
ORCA calculation (ωB97M-V/def2-TZVPD) on C4H7F3N2 in the gas phase.

```
16
C4H7F3N2 | the OMol25 dataset | ωB97M-V/def2-TZVPD
C -0.12 0.70 -1.03
C 0.80 1.32 -0.01
C -0.91 -1.20 0.54
C -0.80 1.68 -1.96
N 0.18 -0.60 -1.55
N -1.03 -0.53 -0.74
F 0.10 2.28 -2.76
F -1.70 1.10 -2.77
F -1.43 2.66 -1.30
H 1.82 0.99 -0.20
H 0.52 1.04 1.00
H 0.75 2.41 -0.10
H -1.24 -2.22 0.37
H 0.11 -1.21 0.94
H -1.58 -0.72 1.24
H -0.07 -0.73 -2.53
```

DFT total energy ... -565.6727 a.u.
Energy above the lowest of the compared OMol25 structures with the same formula, charge and spin ... 23.15 kcal/mol
Kohn-Sham gap ... 10.7 eV
Max |F| ... 0.054 hartree/bohr

natural (NBO) atomic charge list, values in e, 8 entries: 0.117, -0.646, -0.436, 0.956, -0.461, -0.243, -0.331, -0.313

Record 7
ORCA calculation (ωB97M-V/def2-TZVPD) on 2 unconnected molecules or ions with the total composition C9H18NO2.

```
30
C9H18NO2 | the OMol25 dataset | ωB97M-V/def2-TZVPD
C 2.65 1.26 0.69
C 2.27 0.06 0.22
C 0.91 -0.38 -0.29
C 3.29 -1.03 0.04
C 0.20 2.25 -1.15
C -2.74 0.18 0.74
C -1.57 -1.77 0.62
C -1.94 -0.48 -1.42
C -0.24 0.16 0.39
N -1.55 -0.45 0.08
O 0.84 -1.08 -1.25
O -0.10 0.70 1.58
H 3.67 1.57 0.89
H 1.91 2.03 0.77
H 4.29 -0.68 0.28
H 3.46 -1.67 -0.78
H 3.04 -1.82 0.70
H 0.78 2.90 -0.47
H 0.72 1.57 -1.83
H -0.84 2.25 -1.13
H -2.84 1.21 0.47
H -3.72 -0.31 0.35
H -2.64 0.09 1.75
H -1.23 -2.56 -0.12
H -0.85 -1.90 1.44
H -2.48 -2.01 0.95
H -2.63 -1.32 -1.55
H -2.48 0.55 -1.73
H -0.90 -0.45 -1.97
H 0.71 1.13 1.73
```

DFT total energy ... -558.4909 a.u.
Net charge ... +1
Energy above the lowest of the compared OMol25 structures with the same formula, charge and spin ... 139.41 kcal/mol
Kohn-Sham gap (spin up / spin down) ... 8.9 / 7.9 eV
Max |F| ... 0.115 hartree/bohr

natural (NBO) atomic charge list, values in e, 8 entries: -0.371, -0.069, 0.407, -0.661, -0.453, -0.391, -0.422, -0.425

Record 8
ORCA calculation (ωB97M-V/def2-TZVPD) on a molecular structure, C56H59N7O2PTi.

```
126
C56H59N7O2PTi | the OMol25 dataset | ωB97M-V/def2-TZVPD
Ti 0.30 -0.02 -0.26
C 0.22 -5.83 -0.29
C 0.51 -5.38 -1.56
C 0.23 -4.08 -1.93
C -0.38 -3.20 -1.03
C -0.71 -3.69 0.25
C -0.39 -4.98 0.61
N -0.62 -1.88 -1.37
C -0.55 -1.49 -2.75
C -1.28 -2.07 -3.78
C -1.16 -1.61 -5.08
C -0.32 -0.55 -5.36
C 0.43 0.03 -4.35
C 0.33 -0.43 -3.03
N 1.10 0.03 -1.98
N 2.15 0.80 -2.44
C 2.99 1.40 -1.67
C 4.19 1.96 -2.22
C 5.21 2.35 -1.42
C 5.10 2.24 -0.01
C 3.91 1.83 0.51
N 2.88 1.48 -0.28
H 0.46 -6.85 0.00
H 0.95 -6.05 -2.29
H 0.47 -3.74 -2.93
H -1.24 -3.04 0.93
H -0.66 -5.33 1.59
H -1.92 -2.90 -3.58
H -1.73 -2.09 -5.86
H -0.22 -0.19 -6.37
H 1.11 0.84 -4.56
H 4.25 2.02 -3.29
H 6.12 2.74 -1.85
H 5.91 2.52 0.64
H 3.71 1.77 1.57
N -1.07 1.92 -1.17
C -1.26 3.25 -0.76
C -1.58 4.23 -1.70
C -1.76 5.55 -1.32
C -1.63 5.91 0.02
C -1.30 4.95 0.96
C -1.12 3.62 0.59
P -0.26 2.47 1.71
C -0.65 2.39 3.49
C -1.56 3.12 4.24
C -1.66 2.87 5.61
C -0.88 1.90 6.21
C 0.00 1.15 5.45
C 0.11 1.40 4.09
C 1.35 3.38 1.66
C 1.74 3.99 0.47
C 2.85 4.80 0.40
C 3.60 5.03 1.54
C 3.23 4.45 2.74
C 2.10 3.63 2.80
H -1.11 1.86 -2.19
H -1.85 1.33 -0.79
H -1.68 3.95 -2.74
H -2.00 6.29 -2.06
H -1.76 6.94 0.31
H -1.15 5.23 1.99
H -2.18 3.87 3.79
H -2.35 3.45 6.20
H -0.95 1.73 7.28
H 0.60 0.38 5.91
H 0.79 0.82 3.48
H 1.17 3.80 -0.44
H 3.14 5.24 -0.54
H 4.47 5.67 1.50
H 3.81 4.62 3.63
H 1.83 3.19 3.75
C 3.02 -3.14 -1.53
N 4.15 -2.46 -0.89
C 5.06 -3.43 -0.27
C 3.64 -1.40 0.04
C 2.64 -1.84 1.08
C 3.11 -2.55 2.19
C 2.27 -2.86 3.24
C 0.97 -2.40 3.21
C 0.52 -1.69 2.11
C 1.31 -1.41 0.98
H 3.37 -3.82 -2.30
H 2.35 -2.40 -1.98
H 2.46 -3.70 -0.78
H 4.67 -1.95 -1.61
H 4.51 -4.05 0.42
H 5.86 -2.91 0.26
H 5.51 -4.06 -1.04
H 3.14 -0.67 -0.60
H 4.50 -0.93 0.52
H 4.16 -2.83 2.26
H 2.63 -3.43 4.09
H 0.31 -2.57 4.04
H -0.50 -1.31 2.14
O 1.69 1.16 0.29
O -0.44 1.04 1.29
C -3.71 2.03 1.40
C -3.86 0.60 0.88
C -3.26 -0.38 1.88
C -3.42 0.35 -0.56
C -4.13 1.05 -1.54
C -4.26 0.55 -2.83
C -4.05 -0.82 -2.96
C -3.39 -1.58 -2.00
C -3.94 -3.01 -1.88
C -4.69 -3.07 -0.54
C -3.15 -4.31 -1.99
C -2.70 -0.83 -0.97
N -1.41 -1.03 -0.55
H -4.34 2.16 2.27
H -3.99 2.76 0.65
H -2.68 2.21 1.71
H -4.95 0.40 0.86
H -2.18 -0.22 1.95
H -3.45 -1.41 1.57
H -3.70 -0.23 2.86
H -4.62 1.97 -1.28
H -4.70 1.13 -3.62
H -4.47 -1.32 -3.81
H -4.70 -3.05 -2.67
H -3.97 -3.15 0.28
H -5.35 -3.93 -0.51
H -5.29 -2.18 -0.38
H -2.61 -4.42 -2.93
H -3.87 -5.13 -1.96
H -2.46 -4.45 -1.17
```

DFT total energy ... -3893.6800 a.u.
Net charge ... +1
Energy above the lowest of the compared OMol25 structures with the same formula, charge and spin ... 0.00 kcal/mol
Kohn-Sham gap ... 6.8 eV
Max |F| ... 0.040 hartree/bohr

Mulliken atomic charge list, values in e, 8 entries: -1.120, -1.068, -0.922, -0.685, 0.574, -0.259, -0.937, 1.994

Record 9
ORCA calculation (ωB97M-V/def2-TZVPD) on 3 unconnected molecules or ions with the total composition C3H11NO3.

```
18
C3H11NO3 | the OMol25 dataset | ωB97M-V/def2-TZVPD
C 1.70 0.47 0.85
C 0.20 0.25 0.70
C -0.41 -0.48 1.87
O -1.55 -0.77 1.85
N 2.10 1.16 -0.39
H 2.23 -0.47 0.75
H 1.99 0.98 1.77
H -0.03 -0.34 -0.19
H -0.32 1.19 0.67
H 0.10 -0.67 2.83
H 3.10 1.32 -0.24
H 1.81 2.14 -0.34
H -2.47 -0.68 0.18
H -3.35 -0.33 -1.06
O -2.44 -0.34 -0.72
H -1.41 -1.07 -2.23
H -0.30 -0.89 -3.34
O -0.95 -1.48 -2.96
```

Multiplicity ... 2
DFT total energy ... -400.9818 a.u.
Net charge ... +1
Energy above the lowest of the compared OMol25 structures with the same formula, charge and spin ... 44.01 kcal/mol
Kohn-Sham gap (spin up / spin down) ... 7.9 / 3.7 eV
Max |F| ... 0.043 hartree/bohr

natural (NBO) atomic charge list, values in e, 8 entries: -0.243, -0.486, 0.482, -0.129, -0.720, 0.227, 0.210, 0.315

Repeat the seventh record exactly.
ORCA calculation (ωB97M-V/def2-TZVPD) on 2 unconnected molecules or ions with the total composition C9H18NO2.

```
30
C9H18NO2 | the OMol25 dataset | ωB97M-V/def2-TZVPD
C 2.65 1.26 0.69
C 2.27 0.06 0.22
C 0.91 -0.38 -0.29
C 3.29 -1.03 0.04
C 0.20 2.25 -1.15
C -2.74 0.18 0.74
C -1.57 -1.77 0.62
C -1.94 -0.48 -1.42
C -0.24 0.16 0.39
N -1.55 -0.45 0.08
O 0.84 -1.08 -1.25
O -0.10 0.70 1.58
H 3.67 1.57 0.89
H 1.91 2.03 0.77
H 4.29 -0.68 0.28
H 3.46 -1.67 -0.78
H 3.04 -1.82 0.70
H 0.78 2.90 -0.47
H 0.72 1.57 -1.83
H -0.84 2.25 -1.13
H -2.84 1.21 0.47
H -3.72 -0.31 0.35
H -2.64 0.09 1.75
H -1.23 -2.56 -0.12
H -0.85 -1.90 1.44
H -2.48 -2.01 0.95
H -2.63 -1.32 -1.55
H -2.48 0.55 -1.73
H -0.90 -0.45 -1.97
H 0.71 1.13 1.73
```

DFT total energy ... -558.4909 a.u.
Net charge ... +1
Energy above the lowest of the compared OMol25 structures with the same formula, charge and spin ... 139.41 kcal/mol
Kohn-Sham gap (spin up / spin down) ... 8.9 / 7.9 eV
Max |F| ... 0.115 hartree/bohr

natural (NBO) atomic charge list, values in e, 8 entries: -0.371, -0.069, 0.407, -0.661, -0.453, -0.391, -0.422, -0.425

> Which formula does entry 6 have?

C4H7F3N2

> Look up the DFT total energy of the second one.

-764.1681 a.u.